[1]
This record from the OMol25 dataset describes a molecular structure, C22H30N5NdO2PS. The level of theory is ωB97M-V/def2-TZVPD.

XYZ file:
```
62
Properties=species:S:1:pos:R:3:lowdin_spin:R:1
Nd -0.33473 0.61138 -1.17098 3.041
N -2.80894 0.66133 -0.46600 -0.006
N -3.21482 0.60135 -1.79790 0.000
C -2.99401 1.54283 -2.71619 -0.001
N -3.70047 1.51925 -3.83905 -0.001
S -1.70348 2.64824 -2.64317 -0.006
H -3.24610 -0.10508 0.01103 0.000
H -3.14285 1.52278 -0.04369 0.000
H -3.81480 -0.19017 -2.07765 0.000
H -4.21262 0.69655 -4.05711 0.000
H -3.62872 2.29998 -4.49932 0.000
C 2.28672 2.75750 -1.91301 0.000
O 1.60555 1.51902 -2.20330 -0.004
C 2.14229 0.76857 -3.37586 0.000
C 1.80292 -0.69130 -3.26544 0.000
O 0.44143 -1.00164 -2.85392 -0.005
C -0.37971 -1.24826 -4.00587 0.000
H 2.78745 3.06631 -2.83392 0.000
H 3.00578 2.58840 -1.10432 0.000
H 1.52302 3.48252 -1.62974 0.000
H 3.22527 0.91473 -3.37461 0.000
H 1.73331 1.21178 -4.28459 0.000
H 2.50685 -1.11157 -2.47678 0.000
H 2.01497 -1.19804 -4.25390 0.000
H -0.41180 -0.41186 -4.72707 0.000
H -1.41721 -1.34738 -3.62859 0.000
H -0.10296 -2.16609 -4.50415 0.000
N 1.03801 0.81367 2.53174 -0.001
P 1.36274 -0.37066 1.30700 -0.004
C 2.10896 -1.64987 2.29629 -0.001
C 3.51761 -1.88966 2.15403 0.000
C 4.15686 -2.72955 3.04648 0.000
C 3.39906 -3.49613 3.96324 0.000
C 2.01893 -3.29515 4.07803 0.000
C 1.38183 -2.38236 3.22372 0.000
C -0.24728 -1.22391 0.99543 -0.001
C -0.33736 -2.21108 -0.07953 -0.003
C -1.51750 -2.93030 -0.37971 0.000
C -2.65331 -2.75766 0.45323 -0.001
C -2.60990 -1.83331 1.50792 0.001
C -1.45070 -1.05384 1.72154 -0.001
C 0.27159 1.90859 2.35596 0.000
C 0.12376 2.83174 3.41476 0.000
C -0.73958 3.90936 3.29616 0.000
C -1.40496 4.09658 2.03441 0.000
C -1.05688 3.25662 1.00735 0.000
N -0.29393 2.10511 1.12336 -0.006
H 1.49306 0.70780 3.43013 0.000
H 4.02948 -1.44372 1.27395 0.000
H 5.22594 -2.89087 2.96317 0.000
H 3.82360 -4.22331 4.59598 0.000
H 1.39558 -3.91087 4.70959 0.000
H 0.31242 -2.23838 3.29218 0.000
H 0.57288 -2.58497 -0.54406 0.000
H -1.55151 -3.57859 -1.24405 0.000
H -3.54625 -3.33140 0.18434 0.000
H -3.44562 -1.75069 2.16143 0.000
H -1.46729 -0.34353 2.55033 0.000
H 0.66891 2.65797 4.33605 0.000
H -0.93617 4.55372 4.13016 0.000
H -2.11047 4.87292 1.84034 0.000
H -1.49482 3.46465 0.00413 0.000
```

The net charge is +3. The value obtained for the energy above the lowest of the compared OMol25 structures with the same formula, charge and spin is 0.0 kcal per mole. Its total energy is -70223.315 eV. As for the spin multiplicity: 4. The HOMO-LUMO gap (alpha / beta) is 6.988 / 7.627 eV. For the LUMO energy (alpha / beta), the calculation gives -9.49 / -8.85 eV.

[2]
This record from the OMol25 dataset describes a molecular structure, C34H31BCrF4IO4P. The level of theory is ωB97M-V/def2-TZVPD.

XYZ file:
```
77
Properties=species:S:1:pos:R:3:lowdin_spin:R:1
Cr 0.32204 -1.75574 -0.25529 3.742
I 0.95407 -1.03196 3.77925 0.002
C 0.80155 0.89094 4.58211 0.000
C 1.36275 0.98917 5.82828 0.000
C 1.26709 2.15840 6.60078 0.000
C 0.55878 3.20861 6.11490 0.000
C -0.03111 3.15255 4.82844 0.000
C -0.77467 4.27933 4.40802 0.000
C -1.35859 4.31014 3.18299 0.001
C -1.15683 3.22701 2.31431 0.002
C -0.43592 2.10370 2.65303 0.009
P -0.11559 0.99519 1.18873 0.030
C -1.76732 1.07648 0.38335 0.002
C -2.75635 0.28357 0.96907 0.001
C -4.03459 0.23344 0.43894 0.000
C -4.34444 0.96857 -0.69857 0.000
C -3.37073 1.75945 -1.28857 0.000
C -2.09090 1.81776 -0.74906 0.000
C 0.94399 2.09614 0.17472 0.001
C 1.18319 1.74722 -1.15637 0.003
C 2.07476 2.46855 -1.93339 0.000
C 2.76681 3.54038 -1.38581 0.001
C 2.55965 3.88056 -0.05839 0.000
C 1.65623 3.16482 0.71704 0.001
C 0.11376 2.00344 3.98474 0.000
H 1.87330 0.12945 6.24062 0.000
H 1.73062 2.19742 7.57763 0.000
H 0.42808 4.11297 6.69691 0.000
H -0.86738 5.11435 5.09282 0.000
H -1.93860 5.16358 2.85633 0.000
H -1.56570 3.30613 1.31697 0.000
H -2.51502 -0.29973 1.85141 0.000
H -4.79177 -0.37989 0.91204 0.000
H -5.34241 0.92935 -1.11758 0.000
H -3.60758 2.34470 -2.16907 0.000
H -1.35031 2.45726 -1.20958 0.000
H 0.68186 0.89401 -1.59501 0.002
H 2.23850 2.17928 -2.96418 0.000
H 3.47227 4.09934 -1.98765 0.000
H 3.10327 4.70673 0.38312 0.000
H 1.50990 3.44774 1.75170 0.000
C 4.76739 -1.59827 -5.40070 0.000
O 3.46739 -1.55955 -5.97204 0.002
C 2.42095 -1.48989 -5.12804 0.004
C 1.14941 -1.48673 -5.75669 0.003
C 0.03896 -1.42206 -4.97837 0.002
C 0.09956 -1.37539 -3.55776 0.005
C -1.11223 -1.34288 -2.80309 0.018
C -2.44790 -1.17567 -3.47833 0.000
O -1.16921 -1.45860 -1.55028 0.021
C 1.38889 -1.37494 -2.93456 0.010
O 1.58230 -1.29060 -1.66625 0.028
C 2.53795 -1.43216 -3.76350 0.001
H 5.45757 -1.67954 -6.23470 0.000
H 4.87982 -2.46299 -4.74351 0.000
H 4.97578 -0.68526 -4.83891 0.000
H 1.09909 -1.54404 -6.83500 0.000
H -0.92981 -1.43482 -5.45946 0.000
H -2.75540 -2.12700 -3.91983 0.001
H -2.42565 -0.42934 -4.26974 0.000
H -3.17276 -0.89093 -2.72003 0.000
H 3.49299 -1.43549 -3.25926 0.000
F 1.82721 -2.40190 0.96371 0.029
B 1.73381 -3.88093 1.05122 0.005
F 2.98044 -4.42497 1.02050 0.001
F 0.94990 -4.22663 -0.08956 0.029
F 1.02463 -4.18016 2.21513 0.000
C -2.16703 -3.63048 2.81626 0.001
C -1.64820 -3.39836 1.43390 0.013
C -1.86808 -4.45246 0.40337 0.004
O -1.02800 -2.37213 1.20190 0.020
H -1.44659 -4.29423 3.30453 0.001
H -3.13536 -4.12888 2.81409 0.000
H -2.19698 -2.69473 3.37024 0.000
H -2.92671 -4.71804 0.37895 0.000
H -1.30569 -5.34038 0.70109 0.001
H -1.52512 -4.12997 -0.57499 0.002
```

The net charge is 0. The value obtained for the energy above the lowest of the compared OMol25 structures with the same formula, charge and spin is 0.0 kcal per mole. Its total energy is -101317.347 eV. As for the spin multiplicity: 5. The HOMO-LUMO gap (alpha / beta) is 7.800 / 8.035 eV. For the LUMO energy (alpha / beta), the calculation gives 0.15 / 0.05 eV.

[3]
This record from the OMol25 dataset describes C5H8O3 in the gas phase. The level of theory is ωB97M-V/def2-TZVPD.

XYZ file:
```
16
Properties=species:S:1:pos:R:3:mulliken_charge:R:1
C 2.26902 -1.48817 0.10499 -0.745
C 0.89380 -1.34624 0.26044 0.144
O 0.30972 -0.59928 -0.60351 -0.418
C -0.59064 0.44590 -0.31395 0.274
C -1.98949 0.01194 0.03392 0.171
O -2.33559 -1.21693 0.11023 -0.482
C -0.10904 1.63188 0.41608 -0.559
O 1.25014 2.13984 -0.06584 -0.484
H 2.87663 -2.03210 0.86490 0.262
H 2.59547 -1.19412 -0.95351 0.243
H 0.33653 -1.72506 1.15223 0.307
H -0.63995 0.72949 -1.47584 0.161
H -2.70276 0.98423 0.03851 0.196
H -0.83530 2.46336 0.30237 0.362
H 0.00792 1.31100 1.56389 0.268
H 1.72540 1.34228 -0.02849 0.299
```

The net charge is 0. The structure (SMILES) is C=CO[C@@H](C=O)CO. The value obtained for the energy above the lowest of the compared OMol25 structures with the same formula, charge and spin is 96.4 kcal per mole. Its total energy is -11453.337 eV. The HOMO-LUMO gap is 9.154 eV. For the LUMO energy, the calculation gives 0.10 eV.

[4]
This record from the OMol25 dataset describes a molecular structure, C3H3IS. The level of theory is ωB97M-V/def2-TZVPD.

XYZ file:
```
8
Properties=species:S:1:pos:R:3:mulliken_charge:R:1
C -0.64857 2.00752 -0.09364 -0.321
C -1.32161 1.01815 -0.15824 -0.427
C 0.76593 -0.95211 0.27160 -0.143
S 0.94255 -2.51009 -0.09709 -0.055
I 2.57702 0.10953 0.35686 0.010
H 0.01523 2.76493 -0.02678 0.432
H -1.97608 0.15970 -0.35711 0.343
H -0.35447 -2.59763 0.10440 0.161
```

The net charge is 0. The value obtained for the energy above the lowest of the compared OMol25 structures with the same formula, charge and spin is 68.0 kcal per mole. Its total energy is -22090.003 eV. The HOMO-LUMO gap is 7.998 eV. For the LUMO energy, the calculation gives -0.47 eV.

Number 1: M 603.8 g mol⁻¹. Number 2: M 800.3 g mol⁻¹. Number 3: M 116.1 g mol⁻¹. Number 4: M 198.0 g mol⁻¹.